The following is a quantum chemistry calculation of a molecular structure, C25H38Cl2N2O3PTi, from the OMol25 dataset.

The geometry in XYZ format:
```
72
Properties=species:S:1:pos:R:3:lowdin_spin:R:1
O -2.911 -0.812 0.651 -0.01
C -3.535 -1.900 0.883 0.20
C -4.891 -1.895 1.330 0.02
C -5.415 -1.008 2.300 0.03
H -4.754 -0.305 2.806 0.00
C -6.749 -1.127 2.667 0.00
H -7.168 -0.490 3.442 0.00
C -7.568 -2.112 2.094 0.03
H -8.597 -2.246 2.424 0.00
C -7.055 -2.948 1.096 0.00
H -7.671 -3.723 0.651 0.00
C -5.728 -2.839 0.709 0.03
H -5.273 -3.493 -0.026 0.00
H -3.037 -2.855 0.639 0.01
C -0.352 -2.920 1.372 0.00
C -0.018 -2.049 0.224 -0.02
H 0.527 -3.063 2.024 0.00
H -0.636 -3.915 0.995 0.00
H -1.159 -2.530 1.994 0.00
C 1.100 -2.175 -0.489 0.00
C 2.238 -3.131 -0.249 0.00
H 1.282 -1.535 -1.357 0.00
H 1.897 -4.087 0.171 0.00
H 3.014 -2.718 0.411 0.00
H 2.735 -3.354 -1.201 0.00
Ti -1.369 -0.298 -0.310 0.66
Cl -0.577 0.286 1.864 0.02
Cl -2.554 -1.470 -2.060 0.00
H -4.702 2.990 1.653 0.00
H -3.629 4.871 1.802 0.00
C -3.985 2.378 1.100 0.00
C -2.636 4.418 1.696 0.00
N -2.761 3.173 0.954 0.00
H -4.386 2.137 0.112 0.00
C -1.776 2.737 0.190 0.00
O -1.842 1.610 -0.380 0.00
H -1.966 5.103 1.160 0.00
H -0.884 3.381 0.072 0.00
H -3.783 1.445 1.641 0.00
H -2.222 4.257 2.702 0.00
H 2.080 0.405 -4.801 0.00
H -0.066 1.116 -6.010 0.00
C 1.473 -0.312 -4.231 0.00
C -0.595 0.382 -5.387 0.00
N 0.108 0.202 -4.122 0.00
H 1.915 -0.471 -3.248 0.00
C -0.530 0.441 -2.989 0.00
O -0.102 0.111 -1.839 0.01
H -1.613 0.734 -5.190 0.00
H -1.514 0.912 -3.069 0.00
H 1.467 -1.256 -4.795 0.00
H -0.637 -0.569 -5.940 0.00
C 1.889 2.463 1.563 0.00
P 1.859 1.065 0.379 0.00
C 2.401 1.935 -1.124 0.00
C 3.380 0.190 0.895 0.00
C 4.509 -0.017 0.083 0.00
C 5.621 -0.680 0.605 0.00
C 5.603 -1.190 1.904 0.00
C 4.454 -1.051 2.688 0.00
C 3.333 -0.399 2.175 0.00
H 1.130 3.197 1.264 0.00
H 2.885 2.928 1.544 0.00
H 1.656 2.096 2.568 0.00
H 3.289 2.541 -0.906 0.00
H 2.609 1.230 -1.937 0.00
H 1.576 2.590 -1.432 0.00
H 4.525 0.347 -0.947 0.00
H 6.517 -0.789 -0.010 0.00
H 6.480 -1.694 2.310 0.00
H 4.428 -1.447 3.707 0.00
H 2.415 -0.334 2.769 0.00
```

## Properties
DFT total energy, a.u.: -3421.90003
2S+1: 2
F_max, eV/Å: 2.93